C18H21F5N3 | the ωB97M-V functional and the def2-TZVPD basis

Cartesian coordinates (Å):
1 N 3.2394 0.6897 1.3685
2 C 1.9489 0.3058 1.4564
3 N 1.3018 -0.3528 2.6002
4 C 0.6961 -1.5484 1.8981
5 C -0.0909 -0.7298 0.7603
6 N 0.8831 0.3850 0.5048
7 C 1.3631 0.5386 -0.9195
8 C 1.9287 -0.8147 -1.5510
9 C 3.3594 -0.7226 -2.2107
10 F 3.2675 -1.3068 -3.4880
11 F 4.2631 -1.5021 -1.4640
12 F 3.8468 0.5558 -2.4127
13 H 3.9282 -0.0216 1.0787
14 H 3.6115 1.6073 1.6227
15 H 2.0253 -0.5783 3.2962
16 H 1.6175 -1.9597 1.3524
17 H 0.1210 -2.2938 2.5177
18 H -0.3733 -1.4070 -0.1267
19 H -1.0402 -0.4253 1.2959
20 H 2.0777 1.4113 -0.9181
21 H 0.4803 0.8591 -1.5713
22 H 1.1929 -1.1643 -2.3480
23 H 1.9748 -1.6756 -0.7999
24 F -0.6103 5.0786 4.7208
25 C -0.5398 4.8682 3.3999
26 C -0.8070 5.9122 2.5293
27 C -0.7288 5.6946 1.1583
28 C -0.3948 4.4331 0.6733
29 C -0.1334 3.3911 1.5577
30 C -0.2006 3.6103 2.9295
31 H -1.0734 6.8848 2.9250
32 H -0.9285 6.5064 0.4686
33 H -0.3384 4.2636 -0.3968
34 H 0.1230 2.4075 1.1794
35 H 0.0081 2.8129 3.6333
36 F -0.9421 -2.0587 -2.0847
37 C -1.9726 -2.9349 -2.1561
38 C -2.0234 -3.9962 -1.2682
39 C -3.0836 -4.8928 -1.3379
40 C -4.0734 -4.7227 -2.3012
41 C -4.0077 -3.6549 -3.1905
42 C -2.9538 -2.7517 -3.1146
43 H -1.2384 -4.1172 -0.5300
44 H -3.1381 -5.7231 -0.6434
45 H -4.8976 -5.4249 -2.3578
46 H -4.7771 -3.5261 -3.9429
47 H -2.8911 -1.9095 -3.7932

**Charge**: +1



C18H21N2O5S2 | the ωB97M-V functional and the def2-TZVPD basis

Cartesian coordinates (Å):
1 C -1.6469 -2.2310 3.2068
2 C -0.9329 -2.3588 1.8659
3 C 0.5711 -2.1506 1.9920
4 O -1.4796 -1.4037 0.9239
5 C -1.3439 -1.7198 -0.3926
6 S -1.7392 -0.5107 -1.4942
7 S -0.8068 -3.2087 -0.9465
8 H -1.2492 -2.9189 3.9521
9 H -1.5251 -1.2233 3.5971
10 H -2.7142 -2.4260 3.1034
11 H -1.1316 -3.3638 1.4610
12 H 1.0164 -2.8270 2.7233
13 H 1.0680 -2.2899 1.0304
14 H 0.7765 -1.1320 2.3164
15 C -0.6747 5.1012 0.0719
16 O -0.1967 4.8508 -1.2261
17 C -1.0061 4.0284 -2.0001
18 C -0.6144 3.7651 -3.3182
19 C -1.3589 2.9635 -4.1405
20 C -2.5590 2.4017 -3.6913
21 C -3.4083 1.6261 -4.5830
22 C -4.7559 1.7424 -4.7126
23 C -5.4410 0.8163 -5.6160
24 O -4.8187 -0.0075 -6.2633
25 N -6.8333 0.8957 -5.7190
26 C -7.5113 -0.0690 -6.5477
27 C -7.6048 1.8360 -5.0316
28 O -8.8157 1.8692 -5.1509
29 N -6.9386 2.7557 -4.2187
30 C -7.7127 3.8263 -3.6514
31 C -5.5511 2.7868 -4.0528
32 O -5.0572 3.6805 -3.3899
33 C -2.9328 2.6383 -2.3650
34 C -2.1861 3.4334 -1.5444
35 H 0.0147 5.7924 0.5565
36 H -1.6619 5.5618 0.0166
37 H -0.7058 4.1709 0.6406
38 H 0.2908 4.2205 -3.6728
39 H -1.0518 2.7908 -5.1565
40 H -2.9243 0.8948 -5.2139
41 H -8.5805 0.1416 -6.5638
42 H -7.1150 -0.0194 -7.5607
43 H -7.3414 -1.0659 -6.1434
44 H -7.1011 4.4015 -2.9558
45 H -8.0495 4.4721 -4.4587
46 H -8.5778 3.4171 -3.1347
47 H -3.8616 2.2224 -2.0119
48 H -2.5225 3.6087 -0.5402

**Charge**: -1
**ΔE to the lowest compared entry with this formula, charge and spin**: 0.0 kcal per mole



C18H21N2S | the ωB97M-V functional and the def2-TZVPD basis

Cartesian coordinates (Å):
1 C 3.3439 1.1025 -1.1746
2 S 2.6461 0.3051 -2.6796
3 C 3.9416 -0.9615 -3.0199
4 C 1.4287 -0.7253 -2.0899
5 C 0.0586 -0.5786 -2.3679
6 C -0.8109 -1.6771 -2.0847
7 C -2.1737 -1.5473 -2.2413
8 C -2.7210 -0.3156 -2.6416
9 C -4.1369 -0.1709 -2.7710
10 N -5.2875 -0.0147 -2.8931
11 C -1.8779 0.7714 -2.9353
12 C -0.5039 0.6483 -2.8297
13 H 2.5756 1.7657 -0.7605
14 H 3.6378 0.3594 -0.4257
15 H 4.2105 1.6840 -1.5184
16 H 3.8086 -1.2372 -4.0700
17 H 4.9426 -0.5480 -2.8679
18 H 3.7667 -1.8371 -2.3886
19 H 1.8009 -1.6990 -1.7751
20 H -0.3749 -2.6116 -1.7277
21 H -2.8292 -2.4040 -2.0566
22 H -2.3232 1.7220 -3.2555
23 H 0.1471 1.4926 -3.0652
24 C 1.1719 -1.2327 2.7444
25 N 0.2376 -0.3716 2.0036
26 C -0.6955 0.4321 2.6905
27 C -1.9014 0.8261 2.0722
28 C -2.9178 1.3936 2.8519
29 C -2.6891 1.6844 4.2010
30 C -1.4185 1.4760 4.7605
31 C -0.4255 0.8329 4.0106
32 C 0.3553 -0.3467 0.6904
33 H 0.7189 -1.5558 3.6836
34 H 1.3957 -2.1171 2.1378
35 H 2.1131 -0.7108 2.9632
36 H -2.0599 0.6672 1.0067
37 H -3.8931 1.6033 2.4104
38 H -3.4991 2.0610 4.8281
39 H -1.2015 1.7881 5.7860
40 H 0.5643 0.6639 4.4429
41 H -0.1920 0.4153 0.1238
42 H 1.0673 -1.0322 0.2323

**Charge**: +1
**ΔE to the lowest compared entry with this formula, charge and spin**: 1.1 kcal per mole



C18H21N3O | the ωB97M-V functional and the def2-TZVPD basis

Cartesian coordinates (Å):
1 C -4.1367 -2.5194 -0.5173
2 C -3.1199 -1.6237 0.1251
3 C -2.4548 -2.0490 1.2671
4 C -1.5387 -1.2251 1.8916
5 C -1.2406 0.0123 1.3534
6 C -1.8725 0.4470 0.1916
7 C -2.8523 -0.3604 -0.4042
8 C -3.6446 0.1392 -1.5767
9 H -3.3184 -0.3282 -2.5069
10 H -4.6980 -0.0985 -1.4429
11 H -3.5425 1.2168 -1.6673
12 N -1.5963 1.7041 -0.3993
13 C -1.1135 2.7765 0.4500
14 H -1.4354 2.5882 1.4734
15 C 0.4205 2.9521 0.3651
16 N 1.0423 1.7248 -0.0829
17 C 1.8960 1.0618 0.7268
18 O 2.1955 1.4528 1.8397
19 C 2.4863 -0.1942 0.1558
20 C 3.6379 -0.1377 -0.6218
21 C 4.1876 -1.3287 -1.0694
22 N 3.6734 -2.5158 -0.7987
23 C 2.5834 -2.5657 -0.0527
24 C 1.9498 -1.4419 0.4547
25 H 1.0593 -1.5297 1.0576
26 H 2.1993 -3.5574 0.1479
27 H 5.0835 -1.3352 -1.6766
28 H 4.0944 0.8102 -0.8626
29 C 0.6247 1.2528 -1.3845
30 H 1.2705 1.6697 -2.1698
31 C -0.8439 1.6632 -1.6334
32 H -1.2948 0.9550 -2.3268
33 H -0.8888 2.6613 -2.0797
34 H 0.7117 0.1641 -1.4105
35 H 0.6753 3.7492 -0.3423
36 H 0.8461 3.1966 1.3394
37 H -1.5941 3.7046 0.1145
38 H -0.5033 0.6294 1.8431
39 H -1.0416 -1.5501 2.7943
40 H -2.6678 -3.0256 1.6767
41 H -4.1269 -3.5018 -0.0519
42 H -5.1384 -2.1026 -0.4105
43 H -3.9357 -2.6359 -1.5810

**ΔE to the lowest compared entry with this formula, charge and spin**: 6.3 kcal per mole



no.,HOMO (eV),electronic energy (eV),strongest force on any atom (eV/Å)
1,-11.6,-37056.0347,6.23
2,-3.2,-53897.1806,1.37
3,-9.8,-32812.7170,3.00
4,-8.2,-25524.9392,0.54